Entry from the OMol25 dataset: a 2-piece molecular cluster, C6H12O overall in a non-equilibrium geometry (ωB97M-V/def2-TZVPD).

For the total energy, the calculation gives -8461.9191 eV. As for the gap between HOMO and LUMO: 9.94 eV. The lowest unoccupied orbital energy is 0.8 eV. The strongest force on any atom comes out at 0.044 hartree/bohr. The energy above the lowest of the compared OMol25 structures with the same formula, charge and spin comes out at 56.15 kcal per mole.

Atoms and positions in Å:
C 0.29751 -2.53928 2.71104
C 0.07687 -1.65257 1.74542
C 0.94142 -0.70388 1.00062
C 0.30845 0.15221 -0.06647
C 1.00703 0.36137 -1.18918
C -1.05775 0.66212 0.19208
H 1.26761 -2.61757 3.19395
H -0.65229 -2.95179 3.12434
H -0.90851 -1.67056 1.28471
H 1.92333 -1.14852 0.75651
H 1.27706 0.02052 1.75460
H 0.65281 0.95901 -2.01772
H 1.73720 -0.41319 -1.46988
H -1.81127 0.42936 -0.55665
H -1.15792 1.73478 0.46045
H -1.41680 0.29195 1.15284
O -1.01915 2.68731 -4.09284
H -0.50265 2.93955 -3.32232
H -0.96292 3.45919 -4.66150

Cartesian forces (eV/Å) of the 2 atoms listed first:
C -0.9619 0.9620 0.2553
C -0.9240 -0.7973 -1.1825

=====

Entry from the OMol25 dataset: C29H40N5NdO6S2Si as an isolated structure in a non-equilibrium geometry (ωB97M-V/def2-TZVPD).

For the total energy, the calculation gives -95288.8232 eV. As for the gap between HOMO and LUMO (alpha / beta): 7.03 / 7.04 eV. The lowest unoccupied orbital energy (alpha / beta) is 0.0 / 0.0 eV. Its expectation value of S² is 3.75. The strongest force on any atom comes out at 0.044 hartree/bohr. The energy above the lowest of the compared OMol25 structures with the same formula, charge and spin comes out at 8.74 kcal per mole. As for the spin multiplicity: 4.

Atoms and positions in Å:
Nd 0.71747 1.09120 -0.20130
O 4.65254 0.33503 -1.85110
C 3.47838 0.61671 -1.68448
O 2.92538 1.12144 -0.66003
C 2.48598 0.33970 -2.84226
C 2.85559 -0.05337 -4.12326
C 1.85918 -0.26964 -5.06417
C 0.53274 -0.07272 -4.70486
C 0.25526 0.32787 -3.40632
N 1.21300 0.51622 -2.50168
C -1.14916 0.54386 -2.83921
O -2.10743 0.04595 -3.42457
O -1.18096 1.19802 -1.75220
H 3.90545 -0.18078 -4.34017
H 2.11515 -0.57220 -6.07143
H -0.28339 -0.22859 -5.39295
C 0.07483 2.64228 4.45575
Si 1.44298 2.20889 3.15775
C 3.10981 2.27437 4.10573
C 1.54996 3.67633 1.92197
N 1.11069 0.85028 2.16427
C 1.29387 -0.42900 2.59200
C 1.37450 -0.80774 3.94508
C 1.58198 -2.11220 4.33996
C 1.70593 -3.12459 3.40143
C 1.60457 -2.80514 2.05490
C 1.42403 -1.49354 1.66073
O 1.23707 -1.15936 0.30376
C 1.75930 -1.97284 -0.67980
C 3.05884 -2.46972 -0.66245
C 3.48951 -3.27320 -1.70427
C 2.64503 -3.57474 -2.76233
C 1.35986 -3.05816 -2.79271
C 0.91482 -2.26119 -1.75436
H -0.11748 3.71095 4.49257
H 0.37981 2.34104 5.45307
H -0.86488 2.13743 4.24807
H 3.12525 3.13420 4.77266
H 3.93786 2.37730 3.40838
H 3.29887 1.38699 4.70364
H 2.36159 4.33238 2.21868
H 0.65906 4.29626 1.86410
H 1.79959 3.29778 0.92104
H 1.27606 -0.03299 4.68782
H 1.64326 -2.34611 5.39491
H 1.88015 -4.14640 3.70594
H 1.67660 -3.58213 1.30399
H 3.72099 -2.21030 0.14976
H 4.49442 -3.66508 -1.68358
H 2.98675 -4.20546 -3.56879
H 0.69814 -3.28273 -3.61752
H -0.08924 -1.85053 -1.76739
N -1.22736 2.74584 0.73964
N -1.61413 3.91960 0.08630
C -0.93996 4.41956 -0.98095
N -1.51814 5.46712 -1.60511
S 0.53265 3.85609 -1.50254
H -1.81624 1.94320 0.49077
H -1.21290 2.87638 1.75282
H -2.56630 4.24910 0.21651
H -2.34754 5.91867 -1.25700
H -1.00699 5.89740 -2.35591
C -5.62191 0.73756 -0.39796
C -4.30033 0.61155 -1.14285
C -3.56430 -0.67654 -0.80496
S -2.75785 -0.60235 0.85798
O -1.34282 -0.18037 0.61094
C -2.69726 -2.41771 1.24549
C -1.65984 -3.19241 0.45080
C -2.14045 -3.72725 -0.89483
H -6.15353 1.63083 -0.71550
H -5.47288 0.79045 0.67883
H -6.25820 -0.11905 -0.61360
H -3.65063 1.46923 -0.95088
H -4.48173 0.60103 -2.21905
H -2.77917 -0.82387 -1.54196
H -4.24948 -1.52074 -0.80992
H -3.70780 -2.79970 1.11323
H -2.43946 -2.44950 2.30553
H -1.33154 -4.03723 1.05939
H -0.79524 -2.54062 0.31336
H -3.01505 -4.36508 -0.76747
H -1.34969 -4.31780 -1.35461
H -2.39354 -2.92541 -1.58124

Cartesian forces (eV/Å) of the 2 atoms listed first:
Nd -1.4237 1.6374 0.6028
O -0.1586 0.0658 0.0331

=====

Entry from the OMol25 dataset: a 6-piece molecular cluster, C22H42Br2F3O21PS5 overall in a non-equilibrium geometry (ωB97M-V/def2-TZVPD).

For the total energy, the calculation gives -278185.7268 eV. As for the gap between HOMO and LUMO: 8.05 eV. The lowest unoccupied orbital energy is 0.0 eV. The strongest force on any atom comes out at 0.036 hartree/bohr.

Atoms and positions in Å:
C -0.24168 -4.61862 1.11655
C 0.54147 -3.71247 0.09527
P 0.39129 -1.92387 0.59187
C 0.04688 -1.62948 2.42606
C 0.53630 -0.25587 2.95639
C -0.24637 0.23372 4.21550
O 0.28982 -0.26184 5.44315
C 2.30907 -1.74213 0.91893
C 2.75213 -0.32255 0.41369
C 4.19036 0.01830 0.69393
F 5.09380 -0.25532 -0.28410
C 4.64430 0.59759 1.79948
F 4.29955 0.23347 3.00186
F 5.48592 1.62074 1.71023
C -1.51475 -1.87985 0.25433
Br -2.19755 -0.05918 0.69665
C -1.98747 -2.14420 -1.21208
C -0.98406 -1.80162 -2.32307
Br -2.74841 -3.96416 -1.44947
H 0.05941 -4.44126 2.15793
H 0.03057 -5.65978 0.87290
H -1.32814 -4.55723 0.99153
H 1.56440 -4.10484 0.09170
H 0.10650 -3.95567 -0.88478
H 0.51030 -0.77161 -0.24092
H 0.64739 -2.39268 2.94648
H -0.99252 -1.83175 2.69093
H 0.35876 0.53588 2.21116
H 1.61364 -0.24390 3.17942
H -1.31889 -0.00049 4.09234
H -0.17513 1.34014 4.20551
H -0.29590 0.07287 6.13660
H 2.91902 -2.45086 0.33609
H 2.57731 -1.87567 1.97676
H 2.66121 -0.38053 -0.68683
H 2.06702 0.47186 0.73327
H -2.09569 -2.55045 0.90018
H -2.84710 -1.48457 -1.37948
H -0.82376 -0.70701 -2.26609
H -1.43395 -1.96620 -3.30932
H 0.00678 -2.25672 -2.22031
O 5.82424 6.83938 -1.86624
S 5.84371 5.62564 -2.60450
O 5.90840 5.59406 -4.01822
O 4.59268 4.73351 -2.12690
C 5.05728 3.47177 -1.63129
C 6.44464 3.74990 -1.09397
O 7.00917 4.68902 -2.02055
H 5.08825 2.76824 -2.46589
H 4.38523 3.09298 -0.86425
H 7.05256 2.85087 -1.03640
H 6.40234 4.22396 -0.11082
O -0.64161 -2.24130 4.99204
S -0.85364 -3.08826 6.10371
O -0.55857 -2.68636 7.43084
O -0.12743 -4.49710 5.80888
C -1.08424 -5.55976 5.86869
C -2.40035 -4.92532 5.46640
O -2.37269 -3.62505 6.06336
H -1.11971 -5.93037 6.89575
H -0.79362 -6.36874 5.20212
H -3.26027 -5.48928 5.81896
H -2.46777 -4.80065 4.38236
O -4.93763 -5.08998 0.15023
S -5.51437 -3.97661 0.80997
O -4.85137 -3.28041 1.85354
O -6.98017 -4.40708 1.32011
C -7.96557 -3.53364 0.75893
C -7.37703 -3.07947 -0.56104
O -5.98178 -2.90838 -0.29531
H -8.10585 -2.69254 1.44169
H -8.90977 -4.05850 0.63311
H -7.81514 -2.14990 -0.91568
H -7.48455 -3.84831 -1.33000
O -0.12257 9.36055 -3.04706
S 0.61741 8.24712 -3.51833
O 0.21967 7.50052 -4.65680
O 0.84128 7.23499 -2.28412
C 2.24372 7.02630 -2.08184
C 2.90468 8.29676 -2.55898
O 2.15280 8.69062 -3.71362
H 2.55070 6.16902 -2.68348
H 2.44912 6.82362 -1.03337
H 3.95040 8.15121 -2.81300
H 2.82043 9.09049 -1.81266
O -3.26705 0.01050 -4.35762
S -2.18360 0.01816 -5.27250
O -1.68945 -1.16392 -5.87765
O -0.95539 0.80282 -4.58738
C -0.57098 1.91512 -5.40378
C -1.83770 2.32512 -6.12477
O -2.49601 1.08991 -6.42978
H 0.19390 1.57556 -6.10584
H -0.16737 2.71598 -4.78850
H -1.63725 2.88634 -7.03379
H -2.49389 2.90868 -5.47498

Cartesian forces (eV/Å) of the 2 atoms listed first:
C 0.4396 -0.3059 -0.4776
C -0.9326 -1.0815 0.6108

=====

Entry from the OMol25 dataset: one molecule with the formula C20H28N4O5S (ωB97M-V/def2-TZVPD).

For the total energy, the calculation gives -48228.9382 eV. As for the gap between HOMO and LUMO: 8.09 eV. The lowest unoccupied orbital energy is 0.0 eV. The strongest force on any atom comes out at 0.018 hartree/bohr. The energy above the lowest of the compared OMol25 structures with the same formula, charge and spin comes out at 28.30 kcal per mole.

Atoms and positions in Å:
C 1.22932 -0.77868 -3.51968
C 2.10269 0.39393 -3.07488
O 3.47471 0.08515 -2.95636
C 4.08795 -0.31076 -4.17010
C 5.58805 -0.47923 -3.94198
C 5.91136 -1.73146 -3.12299
N 5.27613 -1.70129 -1.82661
C 4.15520 -2.40650 -1.54587
S 3.67562 -3.68515 -2.49065
N 3.49307 -2.08879 -0.40572
C 2.28089 -2.77337 -0.01986
C 1.14545 -1.78101 0.19958
N 1.52761 -0.79548 1.19736
C 0.72621 0.14158 1.71642
O 1.10812 0.95234 2.55737
C -0.73706 0.20385 1.25418
O -1.20722 -0.45727 0.35023
N -1.38352 1.11553 2.01303
C -2.71647 1.50428 2.00915
C -3.11350 2.48105 2.92546
C -4.42703 2.89006 2.97379
C -5.37065 2.33255 2.11094
C -6.77160 2.79762 2.20986
O -7.15696 3.64261 2.98184
O -7.58705 2.17372 1.34369
C -8.94940 2.56674 1.38869
C -4.97146 1.36206 1.19496
C -3.65591 0.94931 1.14034
C 2.91934 -0.81905 1.60053
C 3.82749 -0.91477 0.38032
H 1.55831 -1.69697 -3.03786
H 0.19471 -0.58664 -3.24898
H 1.28196 -0.92158 -4.59605
H 1.81121 0.72395 -2.07298
H 1.97227 1.24011 -3.76777
H 3.66352 -1.25885 -4.52247
H 3.90876 0.45951 -4.93623
H 6.08506 -0.55380 -4.90930
H 5.96483 0.40705 -3.42605
H 6.99403 -1.80720 -2.97750
H 5.56058 -2.62666 -3.64130
H 5.39223 -0.81985 -1.35052
H 2.01493 -3.46134 -0.82648
H 2.45596 -3.36571 0.88549
H 0.24927 -2.31555 0.52305
H 0.90825 -1.27688 -0.74165
H -0.76602 1.57158 2.68729
H -2.38242 2.90977 3.59554
H -4.75049 3.64231 3.67688
H -9.04570 3.63085 1.16254
H -9.46387 1.96858 0.64100
H -9.36532 2.38198 2.38151
H -5.70002 0.93203 0.52636
H -3.34562 0.19818 0.43300
H 3.11868 0.10609 2.14638
H 3.09884 -1.66180 2.27606
H 4.86551 -0.97558 0.73037
H 3.70788 -0.00982 -0.23225

Cartesian forces (eV/Å) of the 2 atoms listed first:
C 0.2871 0.2452 0.0504
C -0.3133 0.0086 -0.0055

=====

Entry from the OMol25 dataset: C36H48BFN6O5SbTa as an isolated structure in a non-equilibrium geometry (ωB97M-V/def2-TZVPD).

For the total energy, the calculation gives -68736.7929 eV. As for the gap between HOMO and LUMO: 5.05 eV. The lowest unoccupied orbital energy is -12.2 eV. The charge is +4. The strongest force on any atom comes out at 0.092 hartree/bohr. The energy above the lowest of the compared OMol25 structures with the same formula, charge and spin comes out at 55.46 kcal per mole.

Atoms and positions in Å:
Ta 1.34586 1.23859 0.34417
C -3.46014 -3.11221 4.70227
C -2.08384 -3.61451 4.27587
N -1.60864 -2.88691 3.10277
C -0.82854 -1.82511 3.31667
C -0.43014 -1.00241 2.30147
C 0.49786 0.16089 2.31087
O 1.69906 -0.05891 2.04457
O 0.05546 1.33169 2.20817
C -0.77244 -1.26021 0.94597
O -0.31474 -0.46461 0.03297
C -1.59564 -2.40801 0.72237
C -2.01064 -2.80031 -0.56443
C -2.79804 -3.89771 -0.75593
F -3.09874 -4.21281 -2.02273
C -3.26934 -4.71361 0.31887
C -2.83144 -4.32011 1.58777
C -2.01554 -3.21181 1.82537
N -4.10804 -5.77541 0.13957
C -4.26844 -6.86341 1.08357
C -5.74644 -7.11091 1.41587
N -6.57764 -7.09601 0.16837
C -5.73514 -7.21641 -1.04983
C -4.75404 -6.04771 -1.14513
H -3.79434 -3.68471 5.56287
H -4.18814 -3.21941 3.90177
H -3.41714 -2.06431 4.98907
H -2.10124 -4.68341 4.06737
H -1.37414 -3.45911 5.08847
H -0.52314 -1.63501 4.33517
H -1.68264 -2.24181 -1.42793
H -3.16024 -4.89671 2.43197
H -3.73824 -6.67601 2.01297
H -3.83154 -7.77281 0.65737
H -6.12484 -6.35601 2.10417
H -5.83684 -8.08401 1.90117
H -7.11904 -6.22341 0.11417
H -7.26604 -7.86081 0.18727
H -6.36844 -7.21471 -1.94033
H -5.21674 -8.17691 -1.01613
H -5.28124 -5.14661 -1.47693
H -4.02314 -6.30291 -1.92093
C 5.75246 0.32979 -0.47893
C 4.37206 0.36469 -0.51023
N 3.65726 1.04329 0.40377
C 4.30656 1.71459 1.36127
C 5.70156 1.83509 1.38607
C 6.43346 1.08819 0.46457
C 6.34356 2.75299 2.31577
C 5.93066 4.00369 2.57167
C 4.84026 4.73379 1.94247
C 4.71876 6.11139 2.18477
C 3.61326 6.75699 1.65117
N 2.75786 6.12549 0.85457
C 3.01806 4.86699 0.58297
N 3.96706 4.12759 1.11807
H 6.28746 -0.25981 -1.20703
H 3.81246 -0.15691 -1.27623
H 3.72516 2.08619 2.19747
H 7.51406 1.11209 0.47377
H 7.26526 2.40959 2.76417
H 6.50746 4.60449 3.26207
H 5.44046 6.64049 2.78617
H 3.39466 7.79509 1.85797
H 2.38176 4.36909 -0.15803
C -0.68754 4.89719 -1.37653
Sb -0.51094 3.44639 0.21107
C -0.23614 4.75129 1.90517
C -2.50634 2.64949 0.35187
H -1.42744 5.61499 -1.03473
H -1.02944 4.41509 -2.28603
H 0.25346 5.41529 -1.54523
H -1.21264 5.10559 2.22437
H 0.36536 5.60879 1.60167
H 0.24106 4.23499 2.73497
H -3.20684 3.48379 0.31037
H -2.61554 2.12149 1.29807
H -2.68784 1.97219 -0.48453
C 0.23996 3.34499 -4.62923
C 0.77446 2.11279 -3.91823
C 0.13456 0.84919 -4.48503
O 0.42126 2.12319 -2.46693
B 1.44566 1.51569 -1.80603
O 2.54676 1.36739 -2.55063
C 2.33696 2.02369 -3.85263
C 3.02066 1.20019 -4.93193
C 2.99586 3.39739 -3.71833
H -0.84654 3.31889 -4.67213
H 0.60266 3.34539 -5.65523
H 0.55386 4.26919 -4.15653
H -0.94194 0.88919 -4.33693
H 0.52546 -0.03291 -3.98213
H 0.32616 0.77459 -5.55073
H 2.70786 0.16209 -4.90513
H 4.09416 1.23209 -4.76473
H 2.82166 1.60729 -5.91893
H 2.49126 4.00389 -2.96603
H 2.99636 3.92319 -4.66713
H 4.02896 3.26739 -3.40563

Cartesian forces (eV/Å) of the 2 atoms listed first:
Ta 0.0526 -3.0405 3.6328
C 0.1687 -0.1318 -0.0368

=====

Entry from the OMol25 dataset: one molecule with the formula C12H14Si in a non-equilibrium geometry (ωB97M-V/def2-TZVPD).

For the total energy, the calculation gives -20545.7181 eV. As for the gap between HOMO and LUMO: 9.02 eV. The lowest unoccupied orbital energy is 0.7 eV. The strongest force on any atom comes out at 0.093 hartree/bohr. The energy above the lowest of the compared OMol25 structures with the same formula, charge and spin comes out at 19.30 kcal per mole.

Atoms and positions in Å:
Si 2.45980 -1.84519 -0.08386
C 0.73170 -1.07671 -0.00071
C 0.15737 0.15060 0.33748
C 0.97986 1.33157 0.81354
C 2.29412 1.67099 0.31118
C 1.03782 2.49383 -0.15340
C -1.32347 0.16258 0.30634
C -2.26171 1.17535 0.27144
C -3.55513 0.77112 0.11710
C -4.00936 -0.45594 -0.22569
C -3.06667 -1.48760 -0.32681
C -1.73038 -1.15483 0.00936
C -0.60970 -2.05897 -0.21997
H 3.02748 -2.02718 1.31962
H 3.29860 -0.93129 -0.74021
H 2.21344 -3.08148 -0.76841
H 0.90707 1.59462 1.90951
H 2.88744 0.99351 -0.28305
H 3.01656 2.19203 0.96447
H 0.83083 3.51759 0.29091
H 0.74390 2.41763 -1.21042
H -2.08161 2.23376 0.38966
H -4.42939 1.51602 0.16862
H -5.04399 -0.72268 -0.33450
H -3.27405 -2.63308 -0.35036
H -0.46623 -2.80076 0.59919
H -0.58386 -2.57929 -1.12440

Cartesian forces (eV/Å) of the 2 atoms listed first:
Si -1.6261 0.6145 1.9992
C -3.6546 0.3841 0.1364